# 1
Below is a 5-piece molecular cluster, C40H77BrFNO16P2S5 overall in a non-equilibrium geometry, with properties calculated with ωB97M-V with the def2-TZVPD basis set.

The geometry in XYZ format:
```
143
Properties=species:S:1:pos:R:3
Br 3.661 1.401 4.855
S 0.493 0.251 -9.472
S 2.934 0.459 -4.364
S 4.302 5.994 -0.159
S -11.798 -3.689 0.836
S 0.618 -0.762 1.626
P 2.410 -2.304 5.649
P -4.741 -1.421 2.407
F 5.358 -3.342 1.247
O 3.341 5.393 0.742
O -0.189 -0.934 -8.989
O 0.906 -2.703 6.507
O -5.167 -3.108 2.088
O 4.375 5.643 -1.563
O -11.911 -4.048 -0.562
O -12.953 -3.574 1.703
O 3.381 -1.351 0.377
O 4.164 1.030 -4.874
O -4.120 -0.696 1.110
O 2.017 0.178 1.420
O -6.192 -0.536 2.848
O 2.753 0.131 -2.964
O 0.364 -1.802 0.473
O 0.774 1.385 -8.618
O -0.574 0.264 1.462
N 1.104 2.210 -1.033
C -9.535 -2.598 1.696
C 3.690 2.211 -0.408
C 4.178 7.766 -0.016
C 5.137 8.121 1.110
C 1.575 1.484 -4.893
C 2.022 -1.150 4.124
C 3.009 -3.155 2.473
C 2.511 -0.961 -5.361
C 0.783 1.178 -11.898
C 4.641 -1.734 3.831
C 3.193 -1.573 2.999
C -10.816 -2.202 0.964
C -2.048 -1.883 3.322
C 4.011 2.012 1.192
C 1.212 -0.605 -6.083
C 4.493 0.455 1.579
C -6.391 1.579 1.311
C 5.983 -1.562 4.269
C 0.169 2.051 5.865
C -0.343 0.837 -10.933
C 5.928 5.851 0.568
C -5.930 0.928 2.769
C -10.611 -4.775 1.604
C -4.057 -3.737 -0.091
C -0.779 -1.067 4.048
C 1.791 0.036 -11.779
C 0.603 -1.586 3.352
C 2.005 -0.234 -10.290
C 4.391 -3.959 2.163
C -3.502 -1.360 3.903
C 1.971 0.392 4.574
C 3.266 -0.614 1.689
C 1.160 0.718 6.000
C -5.482 -3.298 0.653
C 6.388 7.277 0.870
C -9.276 -4.075 1.403
C 1.180 0.914 -6.248
C 3.896 -5.356 1.375
C 2.251 3.053 -0.520
C 3.488 -1.447 6.967
H 5.365 9.190 1.122
H 3.949 -2.318 7.640
H 2.386 -1.834 -4.716
H 1.908 1.218 -7.010
H 1.918 1.002 6.878
H -0.091 2.328 4.759
H -11.377 -1.443 1.515
H 7.062 7.299 1.732
H -0.957 0.018 -11.319
H 5.176 0.590 2.509
H -4.312 -4.531 -0.940
H 3.064 -0.762 -0.370
H 6.598 5.353 -0.137
H 4.444 -0.888 6.520
H 1.343 1.019 3.773
H 1.891 2.527 -4.942
H 1.258 2.122 -11.604
H 0.979 -2.286 7.437
H -3.886 -2.173 4.660
H 4.693 7.858 2.078
H -10.653 -5.762 1.140
H -3.599 -2.756 -0.548
H 0.456 -2.758 3.292
H -6.520 1.465 3.627
H 0.194 1.268 -6.561
H 3.200 2.435 1.919
H -1.943 -3.008 3.656
H 2.200 -1.291 -10.097
H 2.736 0.276 -12.277
H 2.913 -0.747 7.714
H 4.089 -5.189 0.229
H -8.943 -4.192 0.365
H 4.503 2.934 -0.871
H -3.435 -0.302 4.401
H -0.971 1.695 -10.686
H 4.989 2.666 1.399
H 1.402 1.251 -1.323
H 4.477 -6.308 1.762
H 0.766 1.368 -4.166
H -10.862 -4.847 2.666
H -4.772 1.058 2.969
H 2.206 -3.243 1.592
H 0.477 -0.151 6.362
H 6.938 7.677 0.010
H -9.669 -2.458 2.776
H 3.327 -1.134 -6.068
H -3.259 -4.158 0.688
H 5.239 0.176 0.687
H 2.819 0.375 -9.887
H -0.936 0.107 4.033
H 4.506 8.202 -0.965
H 1.142 -1.118 -7.047
H -5.941 -2.319 0.173
H 3.145 8.053 0.192
H 5.840 5.257 1.482
H 2.483 -3.836 3.308
H 0.354 -0.924 -5.478
H -2.014 -1.830 2.154
H 0.568 2.971 6.507
H -6.254 0.697 0.521
H -6.327 -4.131 0.525
H 1.944 3.544 0.523
H 3.669 1.224 -1.035
H -8.502 -4.489 2.056
H 1.384 -0.862 -12.261
H 7.064 -1.535 4.715
H -8.693 -1.970 1.386
H 4.944 -4.391 3.129
H -5.624 2.410 1.004
H 2.422 3.932 -1.285
H -10.605 -1.847 -0.049
H -7.514 1.909 1.281
H -0.895 -1.368 5.198
H 0.415 1.289 -12.922
H -0.868 1.758 6.379
H 2.720 -5.513 1.484
H 0.395 2.154 -0.268
```

**HOMO-LUMO gap**: 7.82 eV
**SMILES**: C#C[C@@]1(C[C@@H](C)F)[C@]([C@H](Br)CC)(P(C)O)[C@@H](CCCP(=O)(OCC)OCC)S(=O)(=O)O[C@@]1(O)CCCCN.O=S1(=O)CCCC1.O=S1(=O)CCCC1.O=S1(=O)CCCC1.O=S1(=O)CCCC1

Here are the Mulliken charges for atoms 1 to 4, given in e: atom 1 (Br): -0.08, atom 2 (S): 1.22, atom 3 (S): 0.99, atom 4 (S): 1.31

***

# 2
Below is a 2-piece molecular cluster, C9H24B2F4N4O overall in a non-equilibrium geometry, with properties calculated with ωB97M-V with the def2-TZVPD basis set.

The geometry in XYZ format:
```
44
Properties=species:S:1:pos:R:3
F -0.601 4.951 -2.265
F -1.747 3.911 -0.559
F 0.515 4.227 -0.374
F -0.909 6.032 -0.254
O -2.235 4.141 2.765
N -1.064 2.035 2.928
N 1.059 1.485 3.986
N 0.312 0.429 2.080
N 0.191 4.329 2.882
C 1.156 -2.033 -1.481
C 0.575 -3.433 -1.655
C -0.982 -2.417 -4.745
C 0.118 1.309 3.019
C -0.778 -3.450 -2.380
C -0.670 -3.669 -3.907
C 1.473 -0.439 1.912
C 1.140 -1.641 1.045
C 0.519 -1.267 -0.314
B -0.696 4.803 -0.883
B -1.016 3.524 2.871
H -1.598 -1.721 -4.183
H 0.336 -4.019 -4.128
H -1.323 -2.526 -2.188
H 0.528 -2.352 1.599
H 0.632 -0.198 -0.498
H -1.385 -4.253 -1.964
H -0.411 0.363 1.378
H 1.293 -4.022 -2.226
H -1.342 -4.473 -4.199
H -0.543 -1.515 -0.304
H 0.478 -3.949 -0.698
H 2.089 -2.147 0.870
H -2.834 3.951 3.488
H 2.226 -2.126 -1.288
H -0.067 -1.900 -5.027
H 2.261 0.149 1.438
H 0.710 2.035 4.759
H -1.783 1.647 3.527
H 1.874 -0.781 2.864
H -1.488 -2.694 -5.665
H 1.042 -1.456 -2.397
H 0.793 4.236 2.068
H 0.728 4.311 3.735
H 1.423 0.618 4.366
```

**HOMO-LUMO gap**: 8.80 eV

Here are the Mulliken charges for atoms 1 to 4, given in e: atom 1 (F): -0.37, atom 2 (F): -0.43, atom 3 (F): -0.44, atom 4 (F): -0.40

***

# 3
Below is an isolated molecule of C2H3N3O, with properties calculated with ωB97M-V with the def2-TZVPD basis set.

The geometry in XYZ format:
```
9
Properties=species:S:1:pos:R:3
O 1.905 0.641 0.032
N -1.402 -0.306 -0.667
N -0.049 -0.112 1.124
N -1.244 -0.428 0.633
C 0.620 0.239 0.038
C -0.214 0.118 -1.086
H -1.995 -0.736 1.227
H 2.348 0.286 0.813
H 0.016 0.295 -2.125
```

**HOMO-LUMO gap**: 10.38 eV
**SMILES**: Oc1cn[nH]n1
**Relative energy (zero: lowest compared OMol25 entry of this formula, charge and spin)**: 24.52 kcal/mol

Here are the Mulliken charges for atoms 1 to 4, given in e: atom 1 (O): -0.51, atom 2 (N): -0.55, atom 3 (N): -0.62, atom 4 (N): 0.36

***

# 4
Below is C52H54BrClN8O5Zr as an isolated structure in a non-equilibrium geometry, with properties calculated with ωB97M-V with the def2-TZVPD basis set.

The geometry in XYZ format:
```
122
Properties=species:S:1:pos:R:3
Zr 0.355 0.132 0.210
Br -5.597 -7.671 3.053
Cl 3.183 -0.346 0.097
O -0.112 -1.234 -1.204
O 3.917 0.849 0.301
O 4.021 -1.467 -0.097
O 2.256 -0.186 -1.036
O 2.272 -0.578 1.231
N 0.904 1.690 1.675
N -0.928 -7.631 -0.826
N -2.234 0.391 -1.680
N 0.565 -2.581 0.935
N -0.951 -0.450 1.926
N -0.391 -6.777 -1.552
N -2.646 -1.545 0.651
N 0.456 1.873 -1.303
C -5.942 -1.909 -2.535
C -2.428 -1.677 3.149
C 1.976 3.228 0.100
C -1.570 -1.184 5.538
C -3.104 -6.691 -0.115
C 3.556 4.163 2.569
C 0.960 -3.212 2.010
C -4.524 -2.138 -3.059
C -1.550 -1.387 -5.712
C -0.171 -2.542 -1.290
C -0.652 -0.312 3.278
C -3.591 -1.008 -2.750
C -0.692 1.239 -3.436
C -0.516 -3.213 -2.441
C 1.250 3.076 -4.800
C 2.824 4.566 -2.468
C 0.117 -4.720 -0.142
C -4.189 -6.764 0.745
C -2.680 -0.342 -3.691
C 0.136 4.007 -5.294
C -0.611 -2.254 6.073
C -3.160 -0.364 -0.034
C 2.535 3.070 2.538
C -4.104 -7.545 1.889
C 1.089 1.420 3.035
C 0.163 -3.310 -0.131
C 0.253 1.872 -2.684
C -2.682 -0.498 -5.181
C -1.934 0.555 -0.403
C -1.543 -1.088 4.044
C 1.853 3.436 -2.348
C 0.362 0.517 3.760
C -2.959 -8.266 2.174
C 2.106 2.279 3.566
C 1.778 2.681 1.383
C -3.637 -2.501 3.448
C 2.185 5.913 -2.109
C 2.558 2.298 4.992
C 1.420 2.839 -1.083
C -2.025 -1.252 1.875
C -0.307 -5.374 -1.343
C -1.811 0.482 -3.007
C -4.920 -1.663 3.510
C -1.899 -8.226 1.287
C 1.613 3.114 5.884
C 0.627 -5.363 1.007
C -0.542 -4.611 -2.464
C -1.951 -7.431 0.147
C 1.028 -4.616 2.080
C 2.916 5.552 2.674
C -3.313 -0.477 -1.542
C 1.174 2.816 -3.328
H 2.725 4.004 0.039
H 3.196 4.612 -3.493
H -1.011 -8.820 1.467
H -5.105 -6.237 0.515
H -4.548 -2.321 -4.134
H 3.560 2.727 5.044
H -0.848 3.593 -5.075
H 0.203 4.975 -4.796
H 1.214 2.128 -5.342
H 2.225 5.724 1.847
H 4.178 4.114 1.672
H 1.419 -5.090 2.969
H 3.689 4.384 -1.827
H -0.593 1.342 -4.508
H -5.768 -2.270 3.832
H -2.603 0.493 -5.634
H -0.905 -3.244 5.721
H 2.631 1.276 5.369
H -4.795 -0.837 4.212
H -3.354 -2.260 0.757
H 1.769 5.892 -1.101
H -3.983 0.127 0.495
H -1.310 -0.215 5.969
H 0.407 -2.063 5.730
H -1.508 -1.339 -6.801
H -5.161 -1.236 2.534
H -6.421 -1.079 -3.055
H -0.585 -1.071 -5.316
H 4.225 4.009 3.417
H 1.374 6.145 -2.800
H -6.555 -2.799 -2.678
H -0.792 -5.135 -3.379
H -3.165 -6.095 -1.016
H 3.674 6.336 2.657
H 0.211 4.168 -6.370
H 0.728 -6.440 1.029
H 1.593 4.157 5.564
H 2.351 5.643 3.603
H -0.730 -2.633 -3.329
H -5.928 -1.674 -1.469
H -4.113 -3.044 -2.603
H -1.708 -2.429 -5.431
H -3.503 -3.021 4.396
H 2.215 3.529 -5.026
H -0.610 -2.265 7.164
H 2.920 6.717 -2.162
H 0.595 2.729 5.822
H 0.567 0.466 4.823
H 1.266 -2.594 2.848
H -2.912 -8.883 3.061
H -3.639 -0.913 -5.503
H 1.933 3.081 6.926
H -2.586 -1.414 5.866
H -3.750 -3.277 2.689
```

**HOMO-LUMO gap**: 5.08 eV
**Relative energy (zero: lowest compared OMol25 entry of this formula, charge and spin)**: 82.22 kcal/mol

Here are the Mulliken charges for atoms 1 to 4, given in e: atom 1 (Zr): -0.90, atom 2 (Br): -0.19, atom 3 (Cl): 2.23, atom 4 (O): 0.37

***

# 5
Below is a 11-piece molecular cluster, C39H106N6O11 overall in a non-equilibrium geometry, with properties calculated with ωB97M-V with the def2-TZVPD basis set.

The geometry in XYZ format:
```
162
Properties=species:S:1:pos:R:3
O 0.795 -1.965 1.702
O 2.262 3.340 -1.913
O 4.706 -1.042 0.531
O 3.623 -2.469 -1.330
O 0.024 -4.367 -2.089
O -2.634 -1.054 5.842
O -4.095 1.880 -2.261
O -5.465 3.842 4.695
O 1.141 1.208 1.711
O -2.101 -1.705 2.410
O 1.415 -1.551 -4.939
N 5.376 -1.700 -3.474
N -1.316 -2.345 -3.514
N -5.209 5.433 2.289
N 1.644 2.033 -5.177
N 3.214 1.363 -0.257
N -5.980 0.540 -0.629
C 4.384 -2.817 -3.663
C 0.301 -5.665 -1.622
C 1.449 4.470 -2.179
C 3.311 3.673 -1.032
C 4.115 2.419 -0.780
C -6.307 3.993 5.816
C 2.439 -1.831 -1.842
C 5.128 -3.773 -4.583
C 1.776 -4.093 1.729
C -4.850 2.670 -1.326
C 4.890 1.942 -2.023
C -2.086 -4.167 2.026
C -2.613 -2.969 2.834
C -1.199 -3.914 -1.600
C -5.143 1.694 -0.217
C -1.637 1.202 5.499
C -4.164 -2.926 2.892
C -2.870 5.879 2.912
C -0.363 1.339 -0.170
C -4.337 4.638 4.598
C -3.317 2.585 -3.185
C 1.559 0.733 -4.510
C 6.007 -1.413 0.985
C -4.066 4.925 3.079
C -0.087 1.610 1.320
C 2.706 -2.227 3.128
C -2.909 -1.946 -1.605
C 0.524 0.678 -3.376
C -3.936 1.255 0.650
C 1.439 -2.887 2.536
C 6.907 -1.353 -0.225
C 1.263 -2.672 -5.820
C -0.341 3.056 1.714
C 6.394 -0.513 2.164
C -2.686 0.190 5.133
C -4.152 0.567 5.299
C 1.372 -0.274 -5.619
C 4.053 -3.422 -2.311
C -1.506 -2.466 -2.077
H 6.672 -0.478 -0.755
H -4.483 -2.095 3.586
H 2.973 3.976 -0.051
H 0.482 -2.528 -6.576
H 5.186 -1.117 -2.655
H 5.320 -1.097 -4.245
H 3.447 -2.376 -3.967
H -5.380 -0.250 -0.857
H 5.441 1.015 -1.798
H 0.721 2.274 -5.473
H 0.430 -0.020 -6.112
H 2.377 -1.275 3.557
H 3.312 -4.252 -2.314
H 0.824 4.252 -2.992
H -4.260 0.553 1.396
H -3.887 3.316 -3.757
H 6.153 -3.886 -4.234
H -5.420 6.415 2.451
H -0.693 0.807 5.235
H -0.684 -1.800 -1.618
H 6.888 0.432 1.862
H 3.876 4.521 -1.410
H 5.586 2.754 -2.369
H -2.005 -4.571 -1.985
H 2.717 1.125 -1.146
H -5.767 2.269 0.486
H -1.249 -3.946 -0.467
H 4.193 1.743 -2.845
H 7.124 -0.906 2.856
H -3.499 2.152 1.046
H -4.422 5.597 5.139
H -3.448 4.128 4.934
H -2.180 -5.164 2.567
H 0.333 3.777 1.291
H 1.064 -3.579 -5.260
H -2.847 -4.232 1.247
H -5.983 3.503 6.753
H -0.260 0.244 -0.437
H 4.673 -4.800 -4.576
H -3.056 -2.005 -0.489
H -6.553 0.728 -1.424
H 1.681 -2.633 -2.040
H -2.321 -3.136 3.933
H 2.206 -0.102 -6.335
H 1.859 1.316 1.027
H -0.214 3.086 2.816
H -1.895 2.088 4.816
H 0.391 1.873 -0.748
H 0.791 4.590 -1.288
H -1.366 3.341 1.409
H 2.064 5.380 -2.414
H -1.195 -1.788 2.378
H -4.583 -3.887 3.224
H -3.682 -2.443 -2.142
H -0.849 1.034 1.822
H -3.066 -0.894 -1.762
H 0.733 1.382 -2.607
H 4.937 -3.904 -1.862
H -4.668 -2.798 1.919
H 2.315 -3.748 0.853
H -4.288 3.538 -1.044
H 4.802 2.557 0.035
H -1.791 -1.514 5.662
H 5.208 -3.392 -5.612
H -0.369 -2.586 -3.796
H 7.982 -1.518 0.003
H -1.364 1.684 -0.417
H 3.784 0.566 0.083
H -1.831 5.577 2.922
H -0.479 0.884 -3.771
H -6.102 4.993 2.518
H -7.232 3.528 5.542
H 4.474 -1.636 -0.184
H 1.155 -1.089 1.721
H 0.327 -5.704 -0.533
H 1.325 -5.955 -1.942
H -4.325 1.533 4.826
H 2.391 -4.791 2.304
H 2.608 -1.353 -2.735
H -3.897 3.892 2.703
H -2.943 1.889 -3.881
H 6.601 -2.121 -0.906
H 2.555 0.526 -4.112
H 0.917 -4.679 1.381
H 5.534 -0.171 2.691
H 0.746 -3.168 3.342
H 2.121 -2.775 -6.496
H -4.707 -0.238 4.811
H -5.787 3.069 -1.781
H -1.639 1.502 6.551
H -1.112 -3.919 1.664
H -3.123 0.679 0.146
H -2.613 -0.010 4.024
H 3.163 -2.907 3.859
H 6.033 -2.435 1.449
H -4.541 0.670 6.318
H -1.891 -2.947 -4.116
H 0.499 -0.345 -3.012
H -2.948 6.548 2.025
H 1.883 2.745 -4.497
H -2.540 3.156 -2.667
H 2.060 -1.128 -1.111
H -0.467 -6.388 -1.893
H -2.891 6.556 3.813
H -6.418 5.050 6.001
H 3.426 -1.966 2.372
```

**HOMO-LUMO gap**: 9.40 eV
**SMILES**: COC[C@H](C)N.COC[C@H](C)N.COC[C@H](C)N.COC[C@H](C)N.COC[C@H](C)N.COC[C@H](C)N.CC(C)O.CC(C)O.CC(C)O.CC(C)O.CC(C)O
**Relative energy (zero: lowest compared OMol25 entry of this formula, charge and spin)**: 12.83 kcal/mol

Here are the Mulliken charges for atoms 1 to 4, given in e: atom 1 (O): 0.12, atom 2 (O): 0.06, atom 3 (O): -0.52, atom 4 (O): -0.72